(1)
This record from the Open Molecules 2025 dataset describes C31H53HoNO2Si2 as an isolated structure. The level of theory is the ωB97M-V functional and the def2-TZVPD basis.

```
90
C31H53HoNO2Si2 | the Open Molecules 2025 dataset | the ωB97M-V functional and the def2-TZVPD basis
O 0.91 -0.60 -2.90
O 3.14 0.16 -3.78
C 0.69 -1.94 -3.43
C -0.77 -2.33 -3.51
H 1.25 -2.62 -2.77
H 1.17 -1.98 -4.42
H -1.26 -2.29 -2.53
H -0.82 -3.37 -3.87
H -1.33 -1.71 -4.23
C -0.04 0.43 -3.27
C 0.03 0.76 -4.75
H 0.18 1.32 -2.65
H -1.04 0.06 -2.97
H 1.03 1.11 -5.03
H -0.67 1.58 -4.99
H -0.26 -0.10 -5.36
C 3.85 1.41 -3.63
C 3.55 -0.63 -4.91
C 2.95 2.55 -4.00
H 4.75 1.37 -4.26
H 4.18 1.49 -2.59
H 2.67 2.48 -5.06
H 3.48 3.49 -3.84
H 2.04 2.58 -3.39
C 3.40 0.11 -6.21
H 2.93 -1.53 -4.91
H 4.59 -0.94 -4.75
H 2.40 0.53 -6.33
H 3.56 -0.60 -7.02
H 4.13 0.91 -6.29
H 2.52 -0.37 -2.43
Ho 0.99 -0.18 0.03
C 3.04 -0.54 -1.26
Si 4.60 -1.61 -1.39
H 3.26 0.45 -0.80
H 2.54 -1.39 -0.65
C 4.25 -3.08 -2.50
C 4.98 -2.30 0.31
C 6.08 -0.65 -1.96
C 0.87 -2.51 0.47
Si 0.66 -2.30 2.31
H 1.67 -3.24 0.25
H -0.06 -2.92 0.03
C 2.19 -2.89 3.23
C -0.78 -3.33 2.93
C 0.33 -0.48 2.76
H 6.96 -1.26 -1.71
H 6.13 0.31 -1.43
H 6.06 -0.47 -3.05
H 3.49 -3.74 -2.07
H 5.20 -3.64 -2.56
H 3.95 -2.80 -3.52
H 4.11 -2.56 0.92
H 5.59 -1.58 0.87
H 5.58 -3.21 0.16
H -0.85 -4.27 2.36
H -1.74 -2.80 2.82
H -0.65 -3.58 3.99
H -0.74 -0.22 2.69
H 0.94 0.33 2.29
H 0.59 -0.45 3.83
H 1.90 -3.35 4.18
H 2.88 -2.06 3.44
H 2.73 -3.64 2.63
C 2.51 4.22 -0.78
C 1.28 4.87 -0.87
C 0.11 4.20 -0.50
C 0.16 2.84 -0.09
C 1.40 2.18 -0.05
C 2.56 2.87 -0.35
C -1.08 2.15 0.33
C -2.13 2.86 0.93
C -3.23 2.19 1.41
C -3.36 0.80 1.22
C -4.42 0.04 1.79
C -4.51 -1.32 1.57
C -3.57 -1.97 0.73
C -2.53 -1.25 0.16
C -2.36 0.12 0.47
N -1.18 0.79 0.16
H 3.43 4.74 -1.04
H 1.23 5.91 -1.21
H -0.86 4.71 -0.55
H 3.53 2.39 -0.28
H -2.02 3.93 1.05
H -4.01 2.71 1.95
H -5.14 0.57 2.41
H -5.31 -1.90 2.04
H -3.68 -3.04 0.53
H -1.83 -1.73 -0.53
```

Properties
* <S²>: 6.004
* charge: +1
* calculated total energy: -2945.048609 hartree
* multiplicity: 5

(2)
This record from the Open Molecules 2025 dataset describes an isolated ion of composition C4H11OS and charge +1. The level of theory is the ωB97M-V functional and the def2-TZVPD basis.

```
17
C4H11OS | the Open Molecules 2025 dataset | the ωB97M-V functional and the def2-TZVPD basis
C -2.28 0.29 -0.58
C 0.40 -1.06 1.13
C 1.24 1.54 0.50
C 1.39 -0.84 -1.30
O -0.91 0.79 -0.39
S 0.50 0.02 -0.28
H -2.54 0.27 -1.63
H -2.41 -0.68 -0.10
H -2.88 0.97 -0.01
H -0.35 -1.84 0.59
H -0.06 -0.67 2.06
H 1.30 -1.59 1.34
H 2.14 1.90 0.01
H 1.49 1.01 1.44
H 0.39 2.29 0.56
H 1.36 -0.52 -2.31
H 1.23 -1.87 -1.03
```

Properties
* charge: +1
* calculated total energy: -632.012016 hartree